Entry one
{
  "formula": "C2H5OPS",
  "method": "wB97M-V/def2-TZVPD",
  "homo_energy_ev": [-9.0, -9.0],
  "symbols": ["C", "C", "O", "P", "S", "H", "H", "H", "H", "H"],
  "coordinates": [[-0.11, 1.56, 0.14], [1.23, -0.91, -0.06], [0.48, 1.79, -0.88], [0.47, 0.21, 1.28], [-2.73, -0.88, 0.69], [-0.94, 2.24, 0.51], [1.56, -0.17, -0.90], [0.31, -1.30, -0.41], [1.98, -1.66, 0.16], [-2.25, -0.88, -0.53]]
}

***

Entry two
{
  "formula": "C2H5OPS",
  "method": "wB97M-V/def2-TZVPD",
  "homo_energy_ev": -8.2,
  "symbols": ["C", "P", "S", "C", "O", "H", "H", "H", "H", "H"],
  "coordinates": [[1.88, 0.87, 0.14], [0.36, 0.39, -0.22], [-1.21, 1.48, -0.07], [-1.09, -0.60, 0.50], [-1.93, -1.39, -0.17], [2.67, 0.04, 0.07], [1.95, 1.66, 0.81], [0.31, -0.17, -1.58], [-1.38, -0.69, 1.52], [-1.55, -1.59, -1.00]]
}

***

Which structure is the least stable? The one labeled entry one.